DFT (the ωB97M-V functional and the def2-TZVPD basis) results for a molecular structure, C36H43N9O4PS3Zr.

Computed properties:
- gap between HOMO and LUMO (hartree) = 0.278
- molecular weight (Da) = 884.20
- highest occupied orbital energy (eV) = -15.34
- total energy (eV) = -102691.561
- LUMO (eV) = -7.8
- charge = +3

Each line ends with the Mulliken charge.
Cartesian coordinates (Å):
1 Zr -0.530 0.345 -0.608  0.36
2 N 1.614 1.034 0.264  0.26
3 C 2.851 1.245 -0.471  0.07
4 C 4.049 1.409 0.214  -0.56
5 C 5.218 1.632 -0.492  -0.78
6 C 5.201 1.693 -1.882  -0.89
7 C 4.009 1.525 -2.560  0.04
8 C 2.823 1.301 -1.855  -1.16
9 P 1.255 1.038 -2.698  3.09
10 C 0.841 2.579 -3.544  0.38
11 C 1.515 3.756 -3.222  -0.82
12 C 1.126 4.959 -3.799  -0.81
13 C 0.074 4.990 -4.702  -0.69
14 C -0.604 3.820 -5.022  -0.82
15 C -0.235 2.622 -4.435  -0.17
16 C 1.693 -0.216 -3.940  -0.27
17 C 2.317 -1.375 -3.469  -0.33
18 C 2.638 -2.401 -4.341  -0.62
19 C 2.336 -2.284 -5.694  -0.73
20 C 1.739 -1.127 -6.170  -0.82
21 C 1.421 -0.090 -5.299  -0.32
22 H 1.328 1.927 0.669  0.39
23 H 1.786 0.442 1.081  0.13
24 H 4.058 1.376 1.297  0.61
25 H 6.150 1.766 0.041  0.44
26 H 6.116 1.869 -2.430  0.49
27 H 3.991 1.563 -3.643  0.54
28 H 2.347 3.746 -2.530  0.39
29 H 1.656 5.868 -3.550  0.47
30 H -0.219 5.926 -5.159  0.45
31 H -1.429 3.846 -5.721  0.47
32 H -0.803 1.727 -4.657  0.41
33 H 2.566 -1.458 -2.416  0.36
34 H 3.143 -3.287 -3.977  0.49
35 H 2.592 -3.082 -6.377  0.45
36 H 1.532 -1.019 -7.226  0.50
37 H 0.981 0.815 -5.693  0.57
38 N -4.860 -0.533 -0.781  -0.03
39 C -4.975 0.280 0.342  0.72
40 C -6.085 0.743 1.036  -1.17
41 C -5.834 1.610 2.080  -0.64
42 C -4.528 2.004 2.411  -0.71
43 C -3.428 1.530 1.724  -0.97
44 C -3.667 0.635 0.680  -0.51
45 N -2.794 0.021 -0.223  1.46
46 C -3.557 -0.630 -1.082  0.24
47 C -2.954 -1.306 -2.214  -0.75
48 C -3.524 -2.074 -3.179  -0.66
49 S -2.325 -2.608 -4.267  -0.12
50 C -1.140 -1.789 -3.370  -0.32
51 N -1.590 -1.143 -2.327  1.03
52 H -5.622 -0.937 -1.302  0.27
53 H -7.093 0.458 0.765  0.50
54 H -6.664 2.009 2.647  0.45
55 H -4.385 2.709 3.219  0.51
56 H -2.425 1.850 1.969  0.67
57 H -4.559 -2.348 -3.305  0.51
58 H -0.098 -1.810 -3.654  0.09
59 N -2.016 -1.900 2.673  -0.40
60 C -1.037 -1.169 3.476  -0.13
61 C -1.681 -0.206 4.490  -0.37
62 C -0.752 0.667 5.334  -1.08
63 C 0.119 -0.068 6.347  -1.12
64 N 1.314 -0.635 5.717  0.19
65 C 2.309 -1.181 6.397  0.77
66 N 2.234 -1.326 7.718  -0.35
67 N 3.401 -1.606 5.749  -0.34
68 C -0.098 -0.417 2.542  0.32
69 O 1.098 -0.301 2.821  -1.17
70 O -0.648 0.079 1.483  -0.05
71 H -2.697 -1.243 2.299  -0.04
72 H -2.529 -2.542 3.269  0.34
73 H -0.420 -1.902 4.000  0.61
74 H -2.310 -0.808 5.151  0.54
75 H -2.362 0.446 3.938  -0.15
76 H -1.378 1.358 5.900  0.55
77 H -0.115 1.295 4.705  0.25
78 H -0.459 -0.865 6.827  0.48
79 H 0.436 0.637 7.119  0.74
80 H 1.390 -0.571 4.701  0.12
81 H 1.402 -1.076 8.224  0.19
82 H 3.002 -1.701 8.249  0.21
83 H 3.528 -1.389 4.777  0.15
84 H 4.178 -2.008 6.244  0.20
85 O -0.629 2.505 -0.121  -0.46
86 S -1.597 2.879 -1.265  0.28
87 N -1.808 1.664 -2.074  -0.10
88 C 1.610 -3.878 -0.701  -1.03
89 S 0.520 -2.871 0.282  0.52
90 C -1.027 -3.689 -0.039  -0.79
91 O 0.450 -1.560 -0.527  -0.13
92 H 1.257 -3.899 -1.731  0.28
93 H 1.622 -4.879 -0.269  0.53
94 H 2.606 -3.444 -0.636  0.39
95 H -0.971 -4.678 0.418  0.62
96 H -1.194 -3.766 -1.113  0.24
97 H -1.788 -3.102 0.473  0.09